1.
{
  "formula": "C7H13N",
  "method": "the ωB97M-V functional and the def2-TZVPD basis",
  "elements": ["C", "C", "C", "C", "N", "C", "C", "C", "H", "H", "H", "H", "H", "H", "H", "H", "H", "H", "H", "H", "H"],
  "positions_angstrom": [[0.371, -0.340, -1.896], [0.040, -0.293, -0.377], [1.528, 0.159, 0.608], [1.830, -1.166, 1.403], [1.018, 1.293, 1.333], [-0.138, 1.613, 1.015], [-0.859, 0.930, -0.035], [-2.263, 0.704, 0.334], [0.794, 0.551, -2.191], [-0.480, -0.486, -2.485], [0.931, -1.247, -2.054], [-0.435, -1.174, -0.113], [2.441, 0.454, 0.216], [2.707, -1.016, 1.963], [2.178, -1.940, 0.725], [0.907, -1.358, 2.030], [-0.685, 2.426, 1.523], [-0.699, 1.676, -0.821], [-2.099, 0.164, 1.306], [-2.835, 0.147, -0.290], [-2.778, 1.598, 0.801]],
  "homo_energy_ev": -8.96,
  "orbital_gap_ev": 10.02,
  "smiles": "C[C@H]1[C@H](C)N=C[C@@H]1C",
  "total_charge": 0
}

---

2.
{
  "formula": "C7H13N",
  "method": "the ωB97M-V functional and the def2-TZVPD basis",
  "elements": ["C", "C", "C", "C", "H", "H", "H", "H", "H", "H", "C", "C", "C", "N", "H", "H", "H", "H", "H", "H", "H"],
  "positions_angstrom": [[2.123, -0.810, 2.202], [2.606, 0.115, 1.310], [2.073, 0.313, 0.013], [2.714, 1.148, -0.869], [1.266, -1.426, 1.958], [2.592, -0.952, 3.167], [3.501, 0.687, 1.530], [1.160, -0.199, -0.268], [2.311, 1.337, -1.855], [3.635, 1.653, -0.607], [-1.660, -1.153, 0.562], [-2.195, -0.591, -0.744], [-2.731, 1.440, -1.690], [-2.452, 0.843, -0.609], [-1.570, -2.240, 0.525], [-0.704, -0.687, 0.821], [-2.326, -0.939, 1.398], [-3.108, -1.139, -1.001], [-1.527, -0.818, -1.583], [-2.773, 0.918, -2.645], [-2.937, 2.501, -1.617]],
  "homo_energy_ev": [-12.57, -12.57],
  "orbital_gap_ev": [6.99, 4.14],
  "spin_multiplicity": 2,
  "total_charge": 1
}

---

3.
{
  "formula": "C7H13N2O",
  "method": "the ωB97M-V functional and the def2-TZVPD basis",
  "elements": ["C", "C", "C", "C", "N", "C", "C", "C", "N", "O", "H", "H", "H", "H", "H", "H", "H", "H", "H", "H", "H", "H", "H"],
  "positions_angstrom": [[1.339, 0.375, 1.600], [0.674, -0.645, 0.638], [1.320, -2.028, 0.542], [-0.777, -0.804, 1.126], [-1.640, -0.119, 0.442], [-0.973, 0.515, -0.691], [-0.937, 1.992, -0.612], [-1.547, -0.095, -1.976], [0.632, -0.100, -0.755], [1.376, 0.977, -0.863], [0.876, 1.381, 1.309], [2.512, 0.501, 1.480], [1.136, 0.048, 2.630], [0.546, -2.925, 0.805], [2.250, -2.184, 1.196], [1.822, -2.088, -0.433], [-1.020, -1.277, 2.023], [0.054, 2.369, -0.187], [-1.738, 2.361, 0.039], [-1.158, 2.493, -1.511], [-1.587, -1.179, -1.760], [-0.683, 0.077, -2.780], [-2.476, 0.356, -2.263]],
  "homo_energy_ev": -1.73,
  "orbital_gap_ev": 5.57,
  "smiles": "CC1(C)C=NC(C)(C)N1[O-]",
  "total_charge": -1
}

---

4.
{
  "formula": "C7H13N2O2",
  "method": "the ωB97M-V functional and the def2-TZVPD basis",
  "elements": ["C", "N", "C", "C", "O", "C", "C", "C", "N", "C", "O", "H", "H", "H", "H", "H", "H", "H", "H", "H", "H", "H", "H", "H"],
  "positions_angstrom": [[-1.995, 1.604, 1.207], [-1.381, 0.323, 0.896], [-0.390, -0.011, -0.229], [-1.364, 0.272, -1.480], [-1.685, -0.426, -2.356], [0.850, 0.863, -0.339], [1.774, -0.190, -0.907], [1.470, -1.451, -0.263], [0.048, -1.351, -0.035], [-0.711, -2.358, 0.326], [-1.944, -2.372, 0.701], [-1.290, 2.444, 0.948], [-2.939, 1.748, 0.735], [-2.167, 1.729, 2.266], [-0.800, 0.104, 1.694], [-1.668, 1.310, -1.347], [1.219, 1.258, 0.645], [0.887, 1.860, -0.938], [1.685, -0.164, -2.014], [2.883, 0.153, -0.881], [1.801, -2.450, -0.891], [2.012, -1.633, 0.604], [-0.272, -3.385, 0.192], [-2.256, -1.468, 0.955]],
  "homo_energy_ev": -13.68,
  "orbital_gap_ev": 9.68,
  "smiles": "CN[C@@]1(C=O)CCC/[N+]1=C/O",
  "total_charge": 1
}

---

5.
{
  "formula": "C7H13N2O2",
  "method": "the ωB97M-V functional and the def2-TZVPD basis",
  "elements": ["C", "C", "C", "C", "O", "N", "C", "N", "C", "C", "O", "H", "H", "H", "H", "H", "H", "H", "H", "H", "H", "H", "H", "H"],
  "positions_angstrom": [[2.051, -0.549, 1.967], [0.734, -1.154, 1.666], [-0.120, -0.272, 0.738], [-1.092, 0.541, 1.143], [-1.501, 0.746, 2.430], [-1.745, 1.371, 0.206], [-1.365, 1.305, -1.034], [-0.432, 0.544, -1.554], [0.094, 0.538, -2.977], [0.356, -0.443, -0.646], [0.196, -1.738, -1.101], [2.074, -0.048, 2.889], [2.290, 0.118, 1.185], [2.838, -1.314, 1.979], [0.154, -1.480, 2.484], [0.928, -2.031, 1.064], [-2.401, 0.567, 2.516], [-2.312, 2.162, 0.576], [-2.017, 1.850, -1.690], [1.019, 0.937, -3.140], [0.035, -0.426, -3.453], [-0.600, 1.030, -3.583], [1.457, -0.141, -0.751], [-0.641, -2.114, -0.915]],
  "homo_energy_ev": -13.24,
  "orbital_gap_ev": 9.75,
  "smiles": "CCC1=C(O)[NH+]=CN(C)[C@@H]1O",
  "total_charge": 1
}

---

6.
{
  "formula": "C7H13N2O2",
  "method": "the ωB97M-V functional and the def2-TZVPD basis",
  "elements": ["C", "O", "N", "C", "N", "O", "C", "C", "C", "C", "C", "H", "H", "H", "H", "H", "H", "H", "H", "H", "H", "H", "H", "H"],
  "positions_angstrom": [[-3.060, 1.425, 0.489], [-2.301, 0.879, -0.651], [-1.118, 0.371, -0.336], [0.277, 1.266, -0.201], [1.181, 0.326, -0.102], [2.518, 0.448, -0.014], [3.175, 1.691, -0.334], [0.636, -1.016, -0.032], [1.541, -2.139, 0.165], [-0.702, -0.899, -0.176], [-1.881, -1.863, -0.139], [-3.917, 1.916, 0.150], [-2.654, 2.104, 1.128], [-3.368, 0.466, 1.139], [0.233, 2.339, -0.354], [4.277, 1.540, -0.112], [3.087, 2.435, 0.431], [2.850, 2.185, -1.303], [1.263, -2.934, 0.856], [1.951, -2.338, -0.784], [2.440, -1.787, 0.663], [-2.548, -1.689, -0.950], [-1.377, -2.854, -0.267], [-2.503, -1.871, 0.734]],
  "homo_energy_ev": -12.91,
  "orbital_gap_ev": 9.52,
  "smiles": "COn1c[n+](OC)c(C)c1C",
  "total_charge": 1
}

---

7.
{
  "formula": "C7H13N3",
  "method": "the ωB97M-V functional and the def2-TZVPD basis",
  "elements": ["C", "C", "N", "C", "C", "N", "C", "C", "C", "N", "H", "H", "H", "H", "H", "H", "H", "H", "H", "H", "H", "H", "H"],
  "positions_angstrom": [[-3.531, -0.347, -0.559], [-2.143, 0.088, -0.648], [-1.020, -0.590, -0.262], [0.088, 0.218, -0.120], [1.460, -0.154, 0.418], [2.560, 0.477, -0.309], [1.833, -1.557, 0.890], [1.670, -0.453, 1.912], [-0.487, 1.673, -0.743], [-1.774, 1.355, -0.979], [-4.092, 0.374, -0.049], [-3.766, -0.541, -1.611], [-3.731, -1.257, -0.082], [-0.873, -1.558, -0.034], [2.410, 0.656, -1.371], [3.515, 0.139, -0.080], [2.882, 1.421, -0.087], [2.780, -1.910, 0.581], [1.085, -2.298, 0.797], [0.908, -0.300, 2.526], [2.502, 0.048, 2.390], [0.134, 2.490, -1.138], [-2.410, 2.026, -1.443]],
  "homo_energy_ev": -16.48,
  "orbital_gap_ev": 9.43,
  "smiles": "Cc1[nH]c(C2([NH3+])CC2)c[nH+]1",
  "total_charge": 2
}

---

8.
{
  "formula": "C7H13N3O2",
  "method": "the ωB97M-V functional and the def2-TZVPD basis",
  "elements": ["C", "C", "C", "C", "N", "O", "O", "N", "C", "C", "N", "C", "H", "H", "H", "H", "H", "H", "H", "H", "H", "H", "H", "H", "H"],
  "positions_angstrom": [[2.209, -0.293, -0.037], [0.956, -1.145, -0.221], [0.949, -2.271, 0.852], [-0.239, -0.242, -0.035], [-1.627, -0.896, -0.390], [-1.643, -2.078, -0.647], [-2.631, -0.213, -0.417], [-0.668, -0.060, 1.740], [-1.097, 1.119, 1.806], [-1.051, 1.932, 0.543], [-0.140, 1.184, -0.348], [-0.528, 1.306, -1.836], [3.039, -0.837, 0.185], [2.120, 0.584, 0.721], [2.588, 0.290, -0.871], [0.815, -1.504, -1.164], [1.792, -2.265, 1.589], [1.117, -3.272, 0.383], [0.025, -2.344, 1.397], [-1.455, 1.649, 2.629], [-2.066, 2.001, 0.270], [-0.709, 3.044, 0.541], [-0.422, 0.410, -2.469], [-1.446, 1.773, -1.977], [0.112, 2.132, -2.242]],
  "homo_energy_ev": -9.76,
  "orbital_gap_ev": 9.93,
  "smiles": "CC(C)[C@@]1([N+](=O)[O-])N=CCN1C",
  "total_charge": 0
}

---

9.
{
  "formula": "C7H13N3O2",
  "method": "the ωB97M-V functional and the def2-TZVPD basis",
  "elements": ["C", "C", "C", "C", "N", "C", "C", "C", "N", "N", "O", "O", "H", "H", "H", "H", "H", "H", "H", "H", "H", "H", "H", "H", "H"],
  "positions_angstrom": [[-0.588, -1.611, 1.557], [-0.671, -1.649, 0.246], [-1.754, -2.379, -0.463], [0.497, -1.342, -0.612], [1.041, -0.288, -0.843], [0.789, 1.035, -0.272], [0.954, 2.088, -1.470], [1.875, 1.226, 0.858], [-0.486, 1.158, 0.320], [-0.924, 2.136, 0.885], [-0.384, 3.104, 1.314], [-2.241, 2.032, 1.329], [0.204, -0.996, 2.034], [-1.341, -1.967, 2.283], [-2.736, -1.807, -0.424], [-1.989, -3.274, 0.110], [-1.336, -2.544, -1.458], [0.948, -2.226, -1.218], [-0.095, 2.171, -1.824], [1.611, 1.675, -2.174], [1.279, 3.093, -0.981], [1.834, 0.248, 1.525], [1.696, 2.136, 1.378], [2.882, 1.383, 0.322], [-2.691, 1.335, 0.915]],
  "homo_energy_ev": -9.44,
  "orbital_gap_ev": 10.09,
  "smiles": "C=C(C)/C=N\\C(C)(C)/N=[N+](\\[O-])O",
  "total_charge": 0
}

---

10.
{
  "formula": "C7H13N3O4",
  "method": "the ωB97M-V functional and the def2-TZVPD basis",
  "elements": ["C", "O", "C", "O", "N", "O", "N", "C", "N", "C", "C", "O", "C", "C", "H", "H", "H", "H", "H", "H", "H", "H", "H", "H", "H", "H", "H"],
  "positions_angstrom": [[2.160, 2.163, 1.286], [1.084, 1.252, 0.811], [0.848, 0.989, -0.515], [1.256, 1.982, -1.468], [1.373, 1.433, -2.756], [0.158, 0.768, -3.147], [0.083, -0.423, -2.401], [0.273, -0.195, -1.013], [-0.193, -1.219, -0.259], [0.143, -1.339, 1.210], [-0.925, -0.699, 2.119], [-2.159, -1.158, 1.727], [-2.498, -0.968, 0.382], [-1.544, -1.686, -0.527], [2.144, 2.258, 2.372], [1.915, 3.110, 0.784], [3.002, 1.611, 1.083], [1.583, 2.315, -3.311], [0.638, -1.282, -2.760], [1.018, -0.637, 1.311], [0.434, -2.389, 1.499], [-0.808, -0.934, 3.188], [-0.930, 0.341, 2.013], [-2.309, 0.064, 0.135], [-3.514, -1.222, 0.249], [-1.487, -2.728, -0.440], [-1.741, -1.406, -1.572]],
  "homo_energy_ev": -6.88,
  "orbital_gap_ev": 7.70,
  "smiles": "COc1o[nH]o[nH]c1N1CCOCC1",
  "total_charge": 0
}

---

Relative energy (zero: lowest compared OMol25 entry of this formula, charge and spin) (computed, kcal per mole): 52.4; 62.1; 17.2; 49.6; 25.9; 150.2; 60.2; 141.0; 152.9; 234.8